The following is a DFT calculation (ωB97M-V/def2-TZVPD) of C25H28ClInN10O2 as an isolated structure.

## Properties
**ΔE to the lowest compared entry with this formula, charge and spin**: 0.000 eV
**Net charge**: +2
**E_HOMO**: -13.1206 eV

XYZ file:
```
67
C25H28ClInN10O2, DFT ωB97M-V/def2-TZVPD
In 1.750 1.845 0.569
C -3.788 2.920 1.308
N -2.343 2.720 1.474
C -1.433 2.511 0.547
N -0.259 2.265 1.141
C -0.553 2.350 2.481
N -1.804 2.610 2.708
C -4.485 1.667 0.828
C -5.762 1.801 0.297
C -6.465 0.681 -0.118
C -5.890 -0.575 -0.028
C -4.605 -0.711 0.489
C -3.906 0.408 0.930
C -4.023 -2.056 0.531
N -4.609 -3.153 0.220
N -3.658 -4.162 0.364
C -2.578 -3.589 0.751
O -2.717 -2.237 0.889
C -1.284 -4.236 0.990
C -1.174 -5.589 0.684
C 0.037 -6.237 0.863
C 1.137 -5.537 1.330
C 1.028 -4.186 1.646
C 2.275 -3.526 2.190
N 2.226 -2.058 2.187
C 1.960 -1.238 1.191
N 2.027 0.022 1.643
C 2.383 -0.123 2.962
N 2.493 -1.366 3.317
C -0.187 -3.536 1.485
H -3.929 3.744 0.608
H -4.138 3.246 2.287
H -1.639 2.514 -0.511
H 0.166 2.223 3.274
H -6.214 2.781 0.210
H -7.461 0.788 -0.524
H -6.423 -1.455 -0.360
H -2.922 0.274 1.364
H -2.037 -6.117 0.303
H 0.126 -7.289 0.628
H 2.084 -6.047 1.456
H 3.148 -3.823 1.608
H 2.462 -3.791 3.230
H 1.701 -1.556 0.193
H 2.546 0.699 3.640
H -0.316 -2.497 1.763
C 3.379 4.124 -3.006
N 2.429 3.105 -2.546
C 1.095 3.591 -2.222
C 2.794 1.862 -2.225
O 2.119 1.201 -1.323
N 3.831 1.260 -2.797
C 4.380 0.043 -2.205
C 4.240 1.518 -4.183
H 3.218 5.020 -2.408
H 3.230 4.366 -4.058
H 4.397 3.783 -2.844
H 0.792 4.305 -2.987
H 1.086 4.111 -1.258
H 0.382 2.768 -2.234
H 4.390 0.114 -1.120
H 5.407 -0.059 -2.547
H 3.814 -0.837 -2.515
H 3.545 2.197 -4.664
H 4.220 0.571 -4.720
H 5.247 1.931 -4.223
Cl 3.062 3.651 1.046
```

Here are the Löwdin charges for atoms 1 to 6, given in e: atom 1 (In): 0.5919, atom 2 (C): -0.0404, atom 3 (N): -0.0941, atom 4 (C): -0.0779, atom 5 (N): -0.0151, atom 6 (C): -0.1591

=====

The following is a DFT calculation (ωB97M-V/def2-TZVPD) of C25H28CrIN5O4 as an isolated structure.

## Properties
**Multiplicity**: 5
**Net charge**: 0
**E_HOMO (spin up / spin down)**: -7.1449 / -7.3572 eV

XYZ file:
```
64
C25H28CrIN5O4, DFT ωB97M-V/def2-TZVPD
Cr 0.573 -0.500 0.348
C -2.144 -3.318 2.228
O -1.267 -3.835 3.213
C 0.088 -3.697 3.112
C 0.814 -4.539 3.926
C 2.208 -4.515 3.941
C 2.865 -3.637 3.116
C 2.154 -2.758 2.280
C 2.948 -1.871 1.461
N 2.488 -0.980 0.662
N 3.413 -0.227 -0.046
C 2.789 0.693 -0.738
O 1.504 0.880 -0.739
C 3.610 1.579 -1.610
C 3.039 2.735 -2.130
C 3.780 3.574 -2.948
C 5.097 3.261 -3.256
C 5.671 2.106 -2.738
C 4.933 1.269 -1.916
C 0.736 -2.755 2.272
O 0.011 -1.939 1.544
H -3.118 -3.738 2.475
H -1.855 -3.634 1.223
H -2.198 -2.231 2.252
H 0.260 -5.227 4.554
H 2.756 -5.187 4.589
H 3.949 -3.605 3.098
H 4.029 -1.965 1.525
H 2.010 2.962 -1.881
H 3.331 4.478 -3.344
H 5.677 3.915 -3.897
H 6.698 1.859 -2.977
H 5.367 0.369 -1.502
I -1.868 5.273 -1.175
C -1.063 3.738 -2.333
C -0.227 4.008 -3.404
C 0.286 2.935 -4.116
C -0.061 1.649 -3.730
N -0.880 1.390 -2.713
C -1.366 2.419 -2.026
H 0.026 5.026 -3.668
H 0.960 3.092 -4.949
H 0.345 0.788 -4.253
H -2.013 2.185 -1.185
C -4.143 1.215 1.857
N -2.914 0.444 1.716
C -1.842 0.847 2.620
C -2.554 -0.082 0.513
O -1.391 -0.004 0.097
N -3.509 -0.687 -0.231
C -4.658 -1.352 0.367
C -3.155 -1.136 -1.573
H -3.905 2.281 1.910
H -4.671 0.935 2.770
H -4.800 1.058 1.008
H -2.242 0.879 3.633
H -1.445 1.836 2.367
H -1.041 0.115 2.593
H -4.633 -1.264 1.448
H -4.626 -2.414 0.111
H -5.599 -0.940 -0.006
H -2.392 -0.493 -1.995
H -4.049 -1.099 -2.197
H -2.783 -2.165 -1.553
```

Here are the Löwdin charges for atoms 1 to 6, given in e: atom 1 (Cr): 0.9032, atom 2 (C): -0.0812, atom 3 (O): -0.0708, atom 4 (C): -0.2080, atom 5 (C): -0.0095, atom 6 (C): -0.0987

=====

The following is a DFT calculation (ωB97M-V/def2-TZVPD) of one molecule with the formula C25H28FN5O4S.

## Properties
**Net charge**: 0
**E_HOMO**: -8.0453 eV

XYZ file:
```
64
C25H28FN5O4S, DFT ωB97M-V/def2-TZVPD
C 1.501 -5.923 -0.263
N 0.631 -4.889 -0.780
C 1.255 -3.580 -0.733
C 0.345 -2.559 -1.416
N -0.941 -2.544 -0.761
C -1.545 -1.509 -0.149
O -2.650 -1.601 0.362
C -0.797 -0.208 -0.065
C 0.361 -0.131 0.616
C 1.108 1.077 0.897
C 1.777 1.331 2.063
N 2.391 2.561 2.027
S 3.024 3.306 3.413
O 3.950 4.298 2.990
O 3.442 2.250 4.270
N 1.728 4.059 4.109
C 1.230 5.212 3.400
C 0.727 3.170 4.646
C 2.131 3.126 0.793
C 2.566 4.333 0.266
C 2.197 4.628 -1.031
C 1.438 3.737 -1.791
C 1.012 2.533 -1.273
C 1.336 2.223 0.048
N -1.481 0.927 -0.477
C -2.565 1.046 -1.297
O -3.170 2.094 -1.370
C -2.920 -0.144 -2.126
C -4.211 -0.656 -2.106
C -4.549 -1.735 -2.901
C -3.611 -2.300 -3.750
C -2.328 -1.784 -3.811
C -2.001 -0.717 -2.996
F -0.746 -0.211 -3.064
C -1.570 -3.847 -0.763
C -0.646 -4.859 -0.089
H 1.009 -6.887 -0.371
H 2.422 -5.935 -0.844
H 1.757 -5.774 0.797
H 2.207 -3.628 -1.266
H 1.455 -3.261 0.307
H 0.795 -1.568 -1.401
H 0.196 -2.872 -2.455
H 0.756 -1.035 1.055
H 1.881 0.730 2.945
H 0.665 5.838 4.090
H 0.585 4.934 2.557
H 2.090 5.764 3.033
H 0.058 2.781 3.868
H 1.248 2.346 5.125
H 0.136 3.705 5.390
H 3.190 4.991 0.847
H 2.518 5.559 -1.474
H 1.190 3.992 -2.810
H 0.459 1.839 -1.885
H -1.198 1.795 -0.036
H -4.934 -0.206 -1.444
H -5.550 -2.136 -2.863
H -3.878 -3.139 -4.375
H -1.585 -2.189 -4.480
H -1.754 -4.151 -1.799
H -2.518 -3.766 -0.231
H -0.526 -4.588 0.976
H -1.095 -5.852 -0.144
```

Here are the Löwdin charges for atoms 1 to 6, given in e: atom 1 (C): -0.1007, atom 2 (N): -0.2304, atom 3 (C): -0.1757, atom 4 (C): -0.1353, atom 5 (N): -0.0304, atom 6 (C): -0.4197

=====

The following is a DFT calculation (ωB97M-V/def2-TZVPD) of C25H28HfIN7O2S3 as an isolated structure.

## Properties
**Net charge**: +2
**E_HOMO**: -13.0149 eV

XYZ file:
```
67
C25H28HfIN7O2S3, DFT ωB97M-V/def2-TZVPD
Hf 0.990 0.195 -0.602
N -0.202 -2.783 1.187
C 0.735 -2.922 0.243
N 1.291 -1.921 -0.458
C 2.330 -2.393 -1.277
C 2.537 -3.722 -1.208
S 1.434 -4.467 -0.118
C 3.116 -1.429 -2.041
C 4.007 -1.698 -3.017
S 4.708 -0.249 -3.632
C 3.754 0.669 -2.516
N 2.986 -0.070 -1.732
N 3.831 2.006 -2.440
H -1.077 -2.197 1.045
H -0.474 -3.656 1.622
H 3.282 -4.310 -1.718
H 4.292 -2.653 -3.427
H 4.424 2.511 -3.077
H 3.143 2.523 -1.915
C 3.128 -0.204 1.668
N 1.913 0.599 1.410
C 2.255 2.035 1.521
C 0.836 0.268 2.388
C -0.518 0.735 1.881
C -1.448 1.309 2.732
C -2.696 1.674 2.241
C -3.008 1.471 0.905
C -2.068 0.915 0.050
C -0.807 0.518 0.516
H 3.534 0.014 2.659
H 3.889 0.034 0.926
H 2.895 -1.266 1.619
H 2.658 2.262 2.511
H 1.363 2.637 1.363
H 3.000 2.299 0.771
H 1.066 0.699 3.366
H 0.803 -0.819 2.490
H -1.206 1.472 3.777
H -3.423 2.121 2.906
H -3.988 1.739 0.533
H -2.329 0.771 -0.994
S -3.213 -2.161 0.995
C -3.717 -3.204 2.206
N -3.081 -3.446 3.375
C -3.912 -4.246 4.283
C -4.990 -4.799 3.336
N -4.818 -3.953 2.158
H -2.412 -2.790 3.737
H -4.349 -3.617 5.061
H -3.325 -5.029 4.757
H -5.993 -4.702 3.747
H -4.816 -5.847 3.086
H -5.402 -4.007 1.342
I -0.996 6.971 -5.703
C -0.512 5.265 -4.593
C -0.761 5.247 -3.224
C -0.413 4.134 -2.486
C 0.146 3.020 -3.120
C 0.368 3.033 -4.495
C 0.051 4.162 -5.226
C 0.530 1.896 -2.273
O 1.104 2.133 -1.132
O 0.334 0.671 -2.549
H -1.217 6.099 -2.740
H -0.609 4.095 -1.422
H 0.804 2.171 -4.985
H 0.240 4.187 -6.291
```

Here are the Löwdin charges for atoms 1 to 6, given in e: atom 1 (Hf): 1.7744, atom 2 (N): 0.0844, atom 3 (C): -0.6369, atom 4 (N): -0.0776, atom 5 (C): -0.3278, atom 6 (C): -0.3047

=====

Number 1: largest force on an atom 0.399 eV/Å. Number 2: largest force on an atom 0.501 eV/Å. Number 3: largest force on an atom 1.127 eV/Å. Number 4: largest force on an atom 1.943 eV/Å.